C47H53Cl3N2O5SbSiY | the ωB97M-V functional and the def2-TZVPD basis

```
113
C47H53Cl3N2O5SbSiY (the ωB97M-V functional and the def2-TZVPD basis)
Y -1.21 -0.36 0.24
O -0.88 -1.07 4.45
C -1.09 -0.40 3.47
O -1.35 -0.90 2.28
C -1.11 1.13 3.48
C -2.35 1.67 2.74
C -2.64 3.10 3.18
C -1.46 3.85 2.54
C -0.76 2.74 1.76
O -1.85 1.86 1.39
C 0.05 1.83 2.68
C 0.92 0.84 1.88
O 1.78 0.19 2.42
O 0.59 0.74 0.62
H -1.10 1.44 4.53
H -3.20 0.99 2.72
H -2.69 3.19 4.26
H -3.59 3.43 2.77
H -0.79 4.31 3.27
H -1.81 4.64 1.86
H -0.23 3.05 0.86
H 0.71 2.37 3.36
C 4.12 -5.58 -0.60
C 2.91 -5.42 -1.53
C 3.43 -5.14 -2.95
C 2.10 -6.72 -1.53
C 1.99 -4.30 -1.08
C 2.08 -3.71 0.18
C 1.20 -2.69 0.53
N 0.26 -2.25 -0.31
C 0.16 -2.80 -1.52
C 1.00 -3.82 -1.93
C -0.83 -2.18 -2.45
C -1.44 -2.90 -3.46
C -2.33 -2.27 -4.33
C -2.53 -0.91 -4.14
C -1.90 -0.26 -3.10
N -1.08 -0.88 -2.25
C -3.00 -3.05 -5.45
C -3.36 -4.47 -4.98
C -2.00 -3.14 -6.61
C -4.28 -2.35 -5.92
H 4.78 -6.35 -0.99
H 3.82 -5.89 0.41
H 4.69 -4.65 -0.51
H 4.19 -5.87 -3.21
H 3.87 -4.15 -3.02
H 2.63 -5.21 -3.69
H 2.73 -7.55 -1.86
H 1.24 -6.66 -2.19
H 1.74 -6.96 -0.53
H 2.83 -4.00 0.89
H 1.25 -2.20 1.49
H 0.90 -4.22 -2.93
H -1.24 -3.96 -3.55
H -3.20 -0.35 -4.78
H -2.05 0.80 -2.93
H -2.47 -5.09 -4.85
H -3.97 -4.95 -5.74
H -3.92 -4.46 -4.04
H -1.09 -3.65 -6.31
H -1.73 -2.14 -6.97
H -2.45 -3.69 -7.44
H -4.95 -2.14 -5.09
H -4.80 -2.99 -6.63
H -4.06 -1.41 -6.44
Cl -4.84 -2.90 -1.53
Si -3.63 -2.23 0.09
Cl -3.72 0.12 -0.46
Cl -5.10 -2.12 1.61
C 2.67 5.11 -3.56
C 3.65 4.12 -3.00
C 4.97 4.56 -2.84
C 5.97 3.73 -2.37
C 5.66 2.42 -2.04
C 4.36 1.98 -2.18
C 3.34 2.80 -2.66
Sb 1.52 1.66 -2.67
C -0.05 3.03 -3.16
C -0.27 3.91 -2.08
C -1.34 4.79 -2.05
C -2.24 4.80 -3.11
C -2.05 3.93 -4.17
C -0.98 3.03 -4.21
C -0.87 2.12 -5.41
C 1.91 0.53 -4.44
C 1.85 -0.85 -4.25
C 2.10 -1.74 -5.28
C 2.44 -1.25 -6.53
C 2.52 0.12 -6.73
C 2.27 1.02 -5.71
C 2.39 2.50 -5.98
H 3.14 5.71 -4.35
H 2.32 5.81 -2.79
H 1.79 4.65 -3.99
H 5.21 5.59 -3.10
H 6.97 4.11 -2.25
H 6.43 1.75 -1.67
H 4.14 0.95 -1.90
H 0.42 3.91 -1.25
H -1.47 5.45 -1.21
H -3.09 5.47 -3.11
H -2.76 3.92 -4.99
H -1.86 1.87 -5.78
H -0.34 1.20 -5.19
H -0.33 2.62 -6.22
H 1.60 -1.24 -3.27
H 2.05 -2.81 -5.11
H 2.64 -1.92 -7.35
H 2.79 0.50 -7.71
H 2.19 2.72 -7.03
H 3.39 2.86 -5.73
H 1.68 3.07 -5.37
```


C36H32MnN7P2Se2 | the ωB97M-V functional and the def2-TZVPD basis

Its multiplicity is 5. Its total charge is +2.

```
80
C36H32MnN7P2Se2 (the ωB97M-V functional and the def2-TZVPD basis)
Mn 0.37 1.49 2.62
N 2.97 2.46 4.20
C 1.97 2.06 5.06
C 2.17 2.25 6.43
C 1.18 1.92 7.32
C -0.02 1.38 6.84
C -0.15 1.21 5.49
N 0.82 1.55 4.60
C 3.38 1.90 2.98
C 4.73 1.95 2.64
C 5.13 1.41 1.44
C 4.19 0.83 0.60
C 2.88 0.83 1.00
N 2.47 1.37 2.17
H 3.74 2.91 4.68
H 3.11 2.65 6.78
H 1.33 2.06 8.38
H -0.82 1.10 7.50
H -1.06 0.79 5.07
H 5.45 2.39 3.33
H 6.18 1.44 1.15
H 4.45 0.39 -0.36
H 2.12 0.38 0.37
Se 2.17 -1.17 -2.48
P 0.40 -0.11 -2.86
C -1.04 -1.13 -3.26
C -0.84 -2.28 -4.02
C -1.91 -3.09 -4.34
C -3.19 -2.76 -3.89
C -3.39 -1.62 -3.14
C -2.32 -0.79 -2.83
C 0.50 1.18 -4.11
C 1.75 1.68 -4.47
C 1.84 2.69 -5.41
C 0.69 3.20 -5.99
C -0.56 2.70 -5.64
C -0.66 1.69 -4.70
C -0.05 0.77 -1.33
C -0.38 0.34 -0.06
N -0.21 1.42 0.76
N 0.19 2.45 0.01
N 0.28 2.09 -1.23
P -0.91 -1.18 0.73
Se -0.34 -0.84 2.84
C -2.68 -1.32 0.58
C -3.29 -2.56 0.83
C -4.67 -2.66 0.78
C -5.44 -1.53 0.50
C -4.84 -0.30 0.28
C -3.46 -0.19 0.32
C -0.10 -2.64 0.12
C -0.69 -3.38 -0.90
C -0.02 -4.48 -1.41
C 1.22 -4.83 -0.91
C 1.81 -4.10 0.11
C 1.15 -3.00 0.63
H 0.16 -2.54 -4.34
H -1.76 -3.97 -4.94
H -4.03 -3.40 -4.14
H -4.38 -1.36 -2.80
H -2.48 0.11 -2.26
H 2.64 1.26 -4.02
H 2.81 3.07 -5.70
H 0.76 3.99 -6.73
H -1.45 3.09 -6.11
H -1.63 1.29 -4.45
H -2.69 -3.43 1.05
H -5.15 -3.61 0.96
H -6.52 -1.62 0.46
H -5.44 0.57 0.07
H -2.99 0.77 0.14
H -1.65 -3.10 -1.31
H -0.47 -5.05 -2.21
H 1.74 -5.70 -1.31
H 2.77 -4.38 0.50
H 1.61 -2.42 1.43
N 0.17 3.59 2.54
H -0.76 3.93 2.77
H 0.30 3.80 1.54
H 0.84 4.14 3.08
```


C4H9ClN2 | the ωB97M-V functional and the def2-TZVPD basis

```
16
C4H9ClN2 (the ωB97M-V functional and the def2-TZVPD basis)
C 0.29 0.61 -0.91
C 2.20 -0.83 -0.06
C 1.64 0.51 -0.50
C -2.87 -0.13 -0.26
N -0.67 0.67 -1.49
N -2.53 -0.14 1.01
Cl -3.83 1.02 -1.02
H 0.42 -0.01 1.59
H 1.87 -1.08 0.94
H 2.13 -1.64 -0.77
H 3.18 -0.80 0.04
H 1.87 1.29 0.25
H 2.29 0.92 -1.36
H -2.73 -0.97 -0.89
H -2.81 0.76 1.49
H -0.45 -0.18 1.92
```


C44H110BaClN7O15 | the ωB97M-V functional and the def2-TZVPD basis

```
178
C44H110BaClN7O15 (the ωB97M-V functional and the def2-TZVPD basis)
Ba -1.28 0.41 -3.70
C -4.22 -4.16 -0.06
C -4.92 -2.79 0.09
O -4.09 -1.76 0.55
H -3.70 -4.55 0.82
H -3.51 -4.14 -0.88
H -5.04 -4.81 -0.37
H -5.74 -2.82 0.82
H -5.43 -2.53 -0.83
Cl -0.04 0.84 -0.81
C -5.35 -4.46 3.59
O -5.35 -3.08 3.84
C -6.60 -2.76 4.48
C -6.53 -1.30 4.93
N -6.19 -0.34 3.87
C -5.86 0.96 4.40
C -5.44 1.89 3.32
O -4.26 1.33 2.67
C -3.84 2.20 1.59
H -6.26 -4.78 3.08
H -5.18 -5.03 4.51
H -4.56 -4.72 2.88
H -6.80 -3.49 5.27
H -7.41 -2.86 3.76
H -5.69 -1.33 5.63
H -7.40 -0.95 5.49
H -7.03 -0.32 3.31
H -4.95 0.90 5.00
H -6.53 1.43 5.12
H -5.17 2.87 3.71
H -6.29 2.17 2.69
H -4.60 2.21 0.82
H -2.96 1.80 1.08
H -3.65 3.18 2.02
C -1.78 2.07 4.66
O -1.58 0.82 4.06
C -0.36 0.71 3.41
C -0.12 -0.75 2.93
N -1.04 -1.15 1.85
C -0.78 -2.55 1.43
C -0.87 -3.61 2.56
O -2.09 -3.55 3.28
C -2.15 -4.43 4.47
H -1.06 2.27 5.45
H -2.72 2.13 5.21
H -1.89 2.91 3.97
H 0.51 1.04 3.98
H -0.38 1.41 2.58
H -0.33 -1.38 3.80
H 0.91 -0.92 2.63
H -0.71 -0.69 1.01
H 0.19 -2.68 0.94
H -1.54 -2.83 0.71
H 0.04 -3.52 3.16
H -0.73 -4.59 2.11
H -1.33 -4.27 5.18
H -2.26 -5.50 4.27
H -3.09 -4.18 4.96
C 0.49 3.37 -4.44
O 0.77 2.01 -4.25
C 1.99 1.54 -4.79
C 2.04 0.00 -4.57
N 0.83 -0.63 -5.18
C 0.82 -2.13 -5.21
C 0.56 -2.83 -3.89
O -0.56 -2.17 -3.35
C -0.84 -2.68 -2.01
H 1.27 4.02 -4.05
H -0.48 3.50 -3.95
H 0.34 3.63 -5.49
H 2.77 2.11 -4.29
H 2.05 1.75 -5.85
H 2.08 -0.19 -3.50
H 2.98 -0.38 -4.98
H 0.82 -0.26 -6.12
H 1.67 -2.51 -5.79
H 0.02 -2.32 -5.93
H 1.44 -2.74 -3.24
H 0.35 -3.89 -4.06
H -1.22 -3.70 -2.04
H -1.69 -2.20 -1.52
H 0.01 -2.56 -1.34
C 8.89 -8.45 -0.51
O 7.94 -7.73 -1.25
C 6.76 -7.58 -0.55
C 5.91 -6.43 -1.08
N 4.56 -6.37 -0.57
C 4.44 -5.70 0.70
C 4.41 -4.20 0.62
O 3.24 -3.66 0.00
C 3.22 -2.26 -0.02
H 9.25 -7.87 0.34
H 9.76 -8.53 -1.17
H 8.52 -9.46 -0.38
H 7.06 -7.32 0.47
H 6.15 -8.48 -0.48
H 5.86 -6.44 -2.17
H 6.37 -5.46 -0.89
H 3.92 -6.02 -1.26
H 5.17 -6.01 1.45
H 3.48 -5.97 1.14
H 5.35 -3.79 0.24
H 4.49 -3.91 1.66
H 3.04 -1.86 0.98
H 2.45 -1.92 -0.71
H 4.13 -1.87 -0.48
C -2.59 3.18 -1.57
O -2.96 2.02 -2.32
C -4.09 1.36 -1.69
C -4.56 0.24 -2.60
N -3.65 -0.86 -2.62
C -4.22 -1.95 -3.45
C -4.29 -1.63 -4.94
O -2.99 -1.55 -5.47
C -2.82 -1.31 -6.86
H -2.16 2.89 -0.61
H -3.50 3.74 -1.36
H -1.92 3.77 -2.20
H -4.93 2.06 -1.64
H -3.93 0.98 -0.68
H -4.85 0.55 -3.60
H -5.51 -0.13 -2.21
H -3.64 -1.19 -1.66
H -5.23 -2.17 -3.14
H -3.56 -2.81 -3.35
H -4.83 -0.71 -5.17
H -4.82 -2.40 -5.50
H -3.06 -2.23 -7.41
H -1.82 -1.07 -7.21
H -3.44 -0.52 -7.29
C 4.16 0.02 3.43
O 4.38 0.57 2.19
C 3.34 1.39 1.67
C 3.70 1.98 0.26
N 4.92 2.82 0.30
C 4.76 4.08 0.99
C 6.07 4.85 1.21
O 6.81 4.24 2.24
C 8.14 4.65 2.47
H 3.32 -0.67 3.51
H 4.01 0.90 4.05
H 5.00 -0.57 3.80
H 3.05 2.18 2.36
H 2.53 0.69 1.48
H 2.89 2.54 -0.20
H 3.76 1.12 -0.41
H 5.61 2.35 0.86
H 4.24 3.91 1.94
H 4.05 4.72 0.45
H 5.81 5.88 1.44
H 6.64 4.92 0.28
H 8.70 4.61 1.53
H 8.66 4.00 3.18
H 8.25 5.64 2.90
C 1.37 9.89 -2.57
O 1.19 8.55 -2.06
C 0.02 7.84 -2.56
C 0.24 6.38 -2.29
N -0.07 6.06 -0.95
C 0.54 4.77 -0.60
C 0.20 4.34 0.78
O 0.66 5.23 1.81
C 0.14 4.75 3.10
H 2.05 10.43 -1.91
H 0.47 10.52 -2.56
H 1.80 9.85 -3.57
H 0.00 7.92 -3.64
H -0.81 8.32 -2.03
H 1.26 6.07 -2.53
H -0.37 5.73 -2.91
H 0.32 6.81 -0.40
H 1.62 4.72 -0.72
H 0.26 4.01 -1.33
H 0.63 3.35 0.93
H -0.88 4.20 0.74
H 0.73 5.11 3.94
H 0.27 3.67 3.18
H -0.92 4.98 3.14
```


C26H28CoN3O11S2 | the ωB97M-V functional and the def2-TZVPD basis

```
71
C26H28CoN3O11S2 (the ωB97M-V functional and the def2-TZVPD basis)
Co 0.12 -0.08 -0.67
O -2.22 -3.31 -0.41
C -1.19 -2.39 -0.58
O -0.06 -1.16 -2.33
C -0.11 -2.68 0.47
O 0.77 -1.55 0.46
C 1.14 -1.01 1.74
C 0.65 0.42 1.91
O 0.67 0.95 2.99
O 0.30 1.01 0.80
H -3.07 -2.84 -0.29
H 0.46 -3.58 0.25
H -0.62 -2.77 1.42
H 2.23 -1.00 1.79
H 0.75 -1.63 2.54
C -2.51 5.50 -0.55
C -2.66 4.01 -0.65
C -2.94 3.39 -1.86
C -3.03 2.01 -1.95
C -2.87 1.24 -0.81
C -2.63 1.84 0.42
C -2.51 3.21 0.49
S -2.96 -0.50 -0.95
O -4.03 -1.04 -0.15
O -3.00 -0.85 -2.36
N -1.54 -1.01 -0.29
C -0.61 -2.46 -2.02
C -1.37 -3.14 -3.08
C -0.75 -3.48 -4.21
C 0.68 -3.28 -4.36
C 1.41 -2.79 -3.35
N 0.83 -2.38 -2.13
H -2.69 5.98 -1.51
H -1.51 5.76 -0.22
H -3.21 5.91 0.18
H -3.07 3.99 -2.75
H -3.22 1.52 -2.90
H -2.53 1.23 1.31
H -2.30 3.68 1.45
H -2.41 -3.35 -2.89
H -1.29 -3.97 -5.01
H 1.18 -3.61 -5.26
H 2.49 -2.73 -3.36
C 5.18 3.12 5.32
C 4.44 3.63 4.12
C 3.16 3.15 3.81
C 2.49 3.61 2.69
C 3.09 4.55 1.86
C 4.35 5.04 2.15
C 5.02 4.58 3.28
S 2.23 5.09 0.42
O 3.14 5.90 -0.34
O 0.94 5.56 0.81
N 1.95 3.73 -0.45
C 3.07 2.99 -1.02
C 2.60 2.24 -2.28
C 1.62 1.22 -1.81
O 1.96 0.15 -1.22
O 0.37 1.48 -1.82
H 4.52 2.55 5.98
H 5.60 3.95 5.90
H 6.00 2.48 5.03
H 2.69 2.42 4.44
H 1.49 3.23 2.48
H 4.81 5.77 1.49
H 6.00 4.97 3.51
H 1.20 3.18 -0.05
H 3.48 2.28 -0.30
H 3.84 3.71 -1.28
H 3.43 1.77 -2.80
H 2.10 2.95 -2.94
```


CH5FOP2 | the ωB97M-V functional and the def2-TZVPD basis

The SMILES is CO[PH]#[PH]F.

```
10
CH5FOP2 (the ωB97M-V functional and the def2-TZVPD basis)
C 1.62 0.82 -0.31
O 1.17 -0.35 0.29
F -3.02 0.67 -0.22
P -1.91 -0.26 0.63
P -0.04 -1.21 -0.43
H 1.65 1.69 0.31
H 1.02 1.06 -1.32
H 2.67 0.83 -0.57
H -0.22 -2.00 0.88
H -2.95 -1.24 0.74
```


C7H17NO2P | the ωB97M-V functional and the def2-TZVPD basis

The SMILES is [H]/P=C(\OC)[C@H](CO)[NH2+]C(C)C. Its total charge is +1.

```
28
C7H17NO2P (the ωB97M-V functional and the def2-TZVPD basis)
C -1.80 -0.47 -0.18
C 2.88 0.10 0.20
C 1.73 -2.08 0.64
C -2.75 0.82 1.73
C -0.80 1.39 -1.49
C -0.64 0.51 -0.26
C 1.57 -0.57 0.59
N 0.64 -0.19 -0.55
O 0.54 1.83 -1.77
O -2.85 -0.15 0.69
P -2.00 -1.83 -1.11
H 3.70 -0.11 0.98
H 3.13 -0.23 -0.77
H 2.73 1.15 0.09
H 2.66 -2.17 1.09
H 1.87 -2.36 -0.45
H 0.94 -2.64 1.10
H -2.11 0.69 2.53
H -3.70 0.80 2.22
H -2.65 1.83 1.28
H -1.41 2.22 -1.11
H -1.29 0.83 -2.26
H -0.51 0.91 0.75
H 1.19 -0.06 1.48
H 0.44 -1.12 -1.20
H 1.18 0.50 -1.15
H 0.53 2.51 -2.48
H -3.24 -2.12 -0.56
```


Going through the records in order, we get energy above the lowest of the compared OMol25 structures with the same formula, charge and spin values of 7.5 0.0 56.9 49.3 94.1 31.8 70.6 kcal per mole.
Going through the records in order, we get total energy values of -115852.8639 -228863.0374 -19793.4628 -101759.9294 -113703.5689 -24459.2762 -22399.2165 eV.
Going through the records in order, we get F_max values of 0.61 0.18 5.16 3.29 2.43 3.83 3.50 eV/A.